P) Below is 2 unconnected molecules or ions with the total composition C2H3N3, with properties calculated with ωB97M-V with the def2-TZVPD basis set.

CARTESIAN COORDINATES (ANGSTROEM)
C (-1.723, -0.562, 0.137)
C (0.240, 0.202, -0.157)
H (0.966, 1.887, -0.061)
N (-2.523, 0.327, -0.655)
H (0.927, -0.551, -0.453)
H (-1.577, -1.436, 0.635)
N (0.080, 1.394, 0.078)
N (-2.386, 0.629, 0.521)

## Properties
Charge: 0
Highest occupied orbital energy: -8.58 eV
Kohn-Sham gap: 9.4207 eV

List of Löwdin charges in e, atom by atom: -0.2173 -0.1107 0.0585 0.0876 0.0546 0.0411 0.0432 0.0430

---

Q) Below is C2H3N3 in the gas phase, with properties calculated with ωB97M-V with the def2-TZVPD basis set.

CARTESIAN COORDINATES (ANGSTROEM)
H (-1.671, -1.412, -0.315)
N (0.484, -1.230, 0.072)
C (1.227, 0.018, 0.307)
N (-0.767, 0.699, -0.028)
N (0.482, 1.075, 0.250)
H (2.322, 0.169, 0.301)
C (-0.744, -0.843, -0.080)
H (-1.369, 1.509, 0.252)

## Properties
Charge: 0
Structure (SMILES): c1nc[nH]n1
Highest occupied orbital energy: -9.77 eV
Kohn-Sham gap: 10.8611 eV

List of Löwdin charges in e, atom by atom: 0.1107 0.0442 -0.2034 -0.0257 -0.0425 0.1038 -0.1334 0.1463

---

R) Below is C2H3N3 in the gas phase, with properties calculated with ωB97M-V with the def2-TZVPD basis set.

CARTESIAN COORDINATES (ANGSTROEM)
N (-1.157, -1.034, -0.081)
H (-2.131, -0.922, -0.254)
C (1.019, -0.150, -0.015)
H (-1.817, 1.228, 0.008)
N (-0.811, 1.316, 0.037)
N (2.148, -0.070, -0.011)
H (-0.996, -1.648, 0.721)
C (-0.404, 0.127, -0.001)

## Properties
Charge: 0
Structure (SMILES): [H]/N=C(\N)C#N
Highest occupied orbital energy: -10.61 eV
Kohn-Sham gap: 11.1730 eV

List of Löwdin charges in e, atom by atom: 0.0978 0.0818 -0.1631 0.0548 0.1666 0.1770 0.1090 -0.5240

---

S) Below is 2 unconnected molecules or ions with the total composition C2H3N3, with properties calculated with ωB97M-V with the def2-TZVPD basis set.

CARTESIAN COORDINATES (ANGSTROEM)
C (-1.661, 0.052, 0.646)
H (2.104, -1.408, 0.586)
N (1.111, 0.008, -0.370)
N (1.675, -0.495, 0.589)
C (0.431, 0.666, -1.048)
N (-2.566, 0.146, -0.028)
H (-0.258, 1.022, -1.701)
H (-0.836, 0.009, 1.325)

## Properties
Charge: 0
Highest occupied orbital energy: -8.96 eV
Kohn-Sham gap: 9.9850 eV

List of Löwdin charges in e, atom by atom: -0.1223 0.0589 -0.2370 0.0361 0.1057 0.0659 0.0455 0.0473

---

Least stable: P)

---

P) Below is a molecular structure, C51H55I2N3O5P2Y, with properties calculated with ωB97M-V with the def2-TZVPD basis set.

CARTESIAN COORDINATES (ANGSTROEM)
C (1.881, 1.799, 6.035)
C (1.534, 2.188, 3.660)
H (1.488, -7.427, -2.648)
H (-0.722, 0.712, 3.871)
C (-6.122, 3.221, 0.791)
H (3.620, -0.390, -2.559)
C (-2.666, 3.422, -0.744)
C (2.402, 0.043, 4.438)
N (1.657, -1.420, -0.538)
H (-4.431, 1.966, 2.986)
H (2.200, 2.306, -5.278)
H (2.760, -0.944, 4.175)
H (-7.638, 1.695, 0.901)
C (-1.732, -1.023, 3.096)
C (4.114, -1.255, -5.434)
H (4.391, -1.557, -8.796)
H (0.512, -2.322, 2.513)
C (-2.561, -2.106, 3.394)
H (-3.698, -3.103, 4.910)
C (2.875, -4.527, -3.693)
H (-0.357, -5.879, -2.076)
H (-2.824, -2.817, 2.619)
H (4.704, -0.911, -4.590)
C (-1.720, -1.428, -1.112)
H (2.414, -2.171, 6.112)
C (2.683, -2.144, -7.634)
H (-0.222, 5.632, -1.488)
C (-3.889, 3.726, 1.833)
C (-6.571, 1.770, 0.690)
H (-2.228, -1.623, -3.179)
I (5.327, 2.082, -1.647)
C (0.255, -2.233, 1.453)
C (-1.874, -0.286, 5.383)
H (3.302, 1.265, -4.370)
C (-2.603, -1.423, -2.182)
C (0.032, 3.552, -1.066)
H (-3.011, 2.819, 3.584)
H (5.665, -0.768, -6.830)
C (2.129, -2.215, -6.369)
H (1.110, 3.584, -1.141)
C (0.553, -5.501, -2.525)
C (-3.542, -0.907, 0.382)
O (2.687, -0.231, 6.806)
H (2.123, -2.498, -8.490)
O (2.061, 0.385, 2.167)
H (1.402, 0.174, -2.613)
H (2.837, -3.472, 1.779)
H (1.167, 3.615, 5.245)
P (-0.967, -0.846, 1.479)
C (-0.712, 4.702, -1.238)
C (-4.158, 3.268, -0.599)
C (1.846, -3.644, -3.368)
H (-6.614, 3.814, 0.018)
H (-0.667, -1.631, -1.280)
H (-0.258, -3.159, 1.166)
H (-1.599, 0.414, 6.161)
H (0.624, 5.026, 1.957)
C (-4.419, -0.914, -0.694)
C (-3.950, -1.160, -1.976)
H (3.550, -6.558, -3.688)
C (2.254, 1.529, -4.515)
I (4.001, 1.321, 0.534)
H (-2.271, 1.341, -0.424)
C (2.747, -5.879, -3.432)
C (0.801, 4.510, 2.898)
H (-0.096, 4.581, 3.516)
H (3.404, -1.942, 7.573)
N (-4.675, 3.399, 0.647)
H (1.851, 2.121, 7.066)
C (-2.185, -1.162, 0.179)
H (0.615, 2.393, -3.406)
H (1.132, -2.627, -6.248)
C (2.680, -2.829, 0.927)
C (1.634, 2.040, -3.239)
H (-0.128, -3.469, -2.544)
H (-6.041, 1.139, 1.406)
C (3.351, -1.442, -2.430)
C (3.957, -1.618, -7.808)
C (-2.708, -1.356, 5.671)
H (1.609, 4.995, 3.443)
C (-2.089, 4.636, -1.079)
C (-1.387, -0.116, 4.095)
C (3.539, -2.633, -0.177)
O (0.985, 2.689, 1.425)
O (1.620, 1.035, -2.204)
C (2.836, -1.776, -5.249)
C (4.669, -1.173, -6.704)
H (-4.637, -1.146, -2.812)
C (3.175, -1.548, 6.588)
C (1.506, 2.614, 5.012)
Y (1.072, 0.655, 0.166)
P (1.999, -1.851, -3.628)
O (-4.838, 3.050, -1.587)
C (1.994, 0.873, 3.377)
H (4.504, -3.084, -0.350)
H (-2.702, 5.520, -1.203)
H (-2.894, 1.827, 2.127)
C (0.685, -4.145, -2.789)
H (-3.091, -1.488, 6.674)
H (1.726, 0.653, -4.898)
H (3.780, -4.154, -4.159)
C (-3.052, -2.266, 4.679)
H (-4.464, 4.447, 2.418)
H (-6.391, 1.391, -0.314)
H (2.229, 2.860, -2.836)
C (-3.539, 2.515, 2.679)
C (1.585, -6.367, -2.846)
H (-6.399, 3.644, 1.758)
C (1.543, -2.100, 0.672)
N (-0.517, 2.362, -0.786)
H (-2.982, 4.242, 1.522)
C (-1.839, 2.313, -0.636)
C (2.894, -1.784, -1.045)
H (-3.912, -0.699, 1.379)
C (1.119, 3.067, 2.607)
H (4.245, -2.035, -2.638)
H (4.080, -1.529, 5.978)
C (2.337, 0.494, 5.739)
H (-5.471, -0.721, -0.533)

## Properties
Charge: +1
Highest occupied orbital energy: -9.42 eV
Kohn-Sham gap: 5.9236 eV

Atom charges from the Löwdin analysis, given in e for atoms 1 to 8: 0.0064 -0.1276 0.1056 0.0895 -0.1836 0.0094 -0.1072 0.0632

---

Q) Below is a molecular structure, C51H55I2N3O5P2Y, with properties calculated with ωB97M-V with the def2-TZVPD basis set.

CARTESIAN COORDINATES (ANGSTROEM)
C (-0.112, -3.623, -4.736)
O (0.728, 2.321, 1.084)
H (-2.044, -4.203, 4.476)
H (-5.243, 6.223, 5.393)
H (-2.484, 4.746, -2.747)
I (-5.927, 2.511, -1.311)
H (0.765, 2.075, -1.256)
C (-3.970, 3.913, 1.868)
H (4.959, -0.912, -0.043)
C (0.937, 0.488, -4.687)
H (2.057, -4.084, -7.096)
H (-5.266, 3.832, 5.872)
C (-1.195, -4.366, -4.246)
O (-1.271, -2.009, -0.188)
C (-0.109, -5.011, 4.929)
H (-0.454, -5.568, 5.788)
H (4.271, 0.606, -2.124)
H (-4.528, 1.411, -4.463)
C (3.984, -0.506, -0.233)
N (-4.228, 3.182, 4.209)
H (-4.034, -3.025, -1.454)
H (0.874, 5.696, 1.069)
H (-0.008, 3.805, 2.324)
C (2.213, -3.805, 0.299)
C (2.273, 0.582, -1.179)
H (-2.510, 0.006, -4.164)
Y (-0.239, -0.216, 0.654)
H (-3.655, -2.624, 0.233)
C (-1.451, -2.812, -2.389)
H (3.908, -6.678, -1.654)
H (1.068, -1.856, -4.437)
C (-5.119, 4.152, 4.837)
H (-1.894, 2.121, 2.512)
H (3.515, -1.903, 2.198)
C (-1.976, 0.729, 5.580)
O (-3.001, 3.215, 6.091)
P (1.269, -2.573, 1.269)
C (-1.970, -2.584, -1.048)
H (-6.075, 4.118, 4.314)
C (-1.704, 1.430, 3.323)
H (0.180, -1.185, 3.842)
H (4.195, -3.424, 1.063)
C (-2.322, 1.610, 4.552)
C (3.615, 0.285, -1.336)
H (2.710, -4.432, 3.135)
C (0.881, 0.734, -7.073)
C (1.674, -4.375, 3.444)
C (0.241, -2.441, -4.081)
H (1.478, -6.235, -1.939)
C (1.472, -4.600, -0.574)
C (0.243, 3.658, 1.266)
C (-1.068, -0.284, 5.332)
H (-0.792, 1.115, -5.787)
C (-1.363, 1.604, -3.288)
H (0.412, -4.415, -0.693)
H (-2.930, 4.154, 2.073)
C (-3.625, 3.169, -3.653)
H (3.935, -0.285, -6.037)
C (2.279, 0.112, -4.750)
C (-4.561, 5.571, 4.852)
H (-2.407, 0.872, 6.558)
H (2.214, -0.768, 2.618)
C (-2.505, 1.049, -3.872)
H (1.908, -5.684, 5.115)
H (2.415, -3.293, -5.542)
C (2.075, -5.627, -1.276)
H (-3.598, 5.583, 5.354)
C (-2.489, 3.720, -3.081)
H (-2.598, -4.597, -2.689)
H (-1.503, -5.257, -4.767)
H (-3.196, -4.196, -0.418)
C (4.179, -5.070, -0.272)
C (-0.535, -0.397, 4.061)
C (2.860, -0.637, 0.554)
H (-4.041, 1.872, 2.602)
C (-1.821, -3.973, -3.093)
C (2.206, 0.336, -7.142)
H (0.339, 1.001, -7.970)
C (-1.002, -4.249, 4.193)
H (2.699, 0.292, -8.101)
O (0.523, -4.106, -5.815)
H (-0.671, 3.730, 0.668)
C (1.257, 4.706, 0.833)
C (-3.304, -3.138, -0.659)
C (3.578, -4.038, 0.427)
C (2.616, -1.412, 1.821)
I (-2.624, 0.958, -0.170)
H (1.400, -2.466, -6.748)
C (-3.625, 1.838, -4.050)
H (2.814, -0.125, -3.840)
C (1.659, -3.437, -6.318)
C (-0.440, -2.012, -2.959)
H (-5.565, 2.748, 2.681)
C (-0.553, -3.537, 3.094)
N (-0.854, 0.426, 3.057)
C (-3.212, 2.756, 4.977)
N (1.806, 0.019, -0.022)
H (-4.555, 4.822, 1.968)
H (2.200, 4.573, 1.361)
H (1.455, 4.654, -0.235)
C (1.363, 1.482, -1.960)
C (-1.360, 2.944, -2.905)
C (1.221, -5.079, 4.546)
H (-1.247, -2.942, 2.504)
C (0.241, 0.806, -5.846)
H (-4.504, 3.778, -3.787)
H (1.928, 2.165, -2.602)
H (-0.480, 3.381, -2.461)
H (-4.441, 5.956, 3.844)
H (1.651, 2.319, 1.381)
P (0.149, 0.648, -3.064)
C (3.430, -5.872, -1.118)
O (-0.100, -0.780, -2.358)
C (0.788, -3.588, 2.718)
H (5.237, -5.255, -0.147)
H (-4.061, 3.560, 0.846)
C (2.903, 0.023, -5.981)
H (-0.762, -0.962, 6.114)
C (-4.487, 2.841, 2.826)

## Properties
Charge: +1
Highest occupied orbital energy: -7.74 eV
Kohn-Sham gap: 4.3855 eV

Atom charges from the Löwdin analysis, given in e for atoms 1 to 8: -0.2339 -0.1881 0.1117 0.0782 0.1170 -0.3702 0.0635 -0.1077

---

Least stable: Q)

---

P) Below is 2 unconnected molecules or ions with the total composition C2H3N3S, with properties calculated with ωB97M-V with the def2-TZVPD basis set.

CARTESIAN COORDINATES (ANGSTROEM)
H (-3.097, 2.115, 0.785)
N (1.731, -2.373, -0.455)
H (-3.078, 2.611, 0.213)
S (1.997, 0.304, 0.713)
N (-1.582, 0.998, -0.310)
H (2.773, -2.542, -0.143)
N (-0.619, 0.340, -0.289)
C (0.483, -0.190, -0.339)
C (1.391, -1.261, -0.176)

## Properties
Charge: 0
Highest occupied orbital energy: -8.72 eV
Kohn-Sham gap: 7.6684 eV

Atom charges from the Löwdin analysis, given in e for atoms 1 to 8: -0.0033 0.1147 0.0031 0.7672 0.1944 0.1339 -0.0946 -0.4579

---

Q) Below is C2H3N3S in the gas phase, with properties calculated with ωB97M-V with the def2-TZVPD basis set.

CARTESIAN COORDINATES (ANGSTROEM)
S (2.370, -1.164, -0.063)
C (0.942, -0.395, 0.067)
C (0.986, 1.313, 0.199)
H (-0.295, -1.776, 0.199)
N (1.261, 2.443, 0.041)
N (-1.538, -0.179, 0.011)
H (-2.071, -0.173, -0.797)
H (-1.351, 0.776, 0.343)
N (-0.304, -0.845, -0.001)

## Properties
Charge: 0
Structure (SMILES): N#CC(=S)NN
Highest occupied orbital energy: -9.41 eV
Kohn-Sham gap: 9.1076 eV

Atom charges from the Löwdin analysis, given in e for atoms 1 to 8: 0.6787 -0.8171 -0.1839 0.0924 0.1023 0.0724 0.0627 0.0863

---

Least stable: P)

---

P) Below is a gas-phase ion, C3H9N2O (charge +1), with properties calculated with ωB97M-V with the def2-TZVPD basis set.

CARTESIAN COORDINATES (ANGSTROEM)
H (-0.642, 1.706, -0.008)
C (-1.137, -0.296, -0.667)
C (1.051, 0.469, 0.439)
H (-2.254, -0.451, -0.439)
C (-0.413, 0.645, 0.227)
H (-0.882, -2.218, -1.439)
H (-0.832, 0.706, 1.263)
O (1.572, -0.594, 0.081)
H (-1.212, 0.133, -1.667)
H (0.470, -1.547, -0.368)
N (-0.583, -1.681, -0.632)
H (-1.006, -2.177, 0.180)
H (1.489, 2.487, 0.783)
H (2.626, 1.298, 1.349)
N (1.753, 1.519, 0.898)

## Properties
Charge: +1
Structure (SMILES): NC(=O)CC[NH3+]
Highest occupied orbital energy: -14.89 eV
Kohn-Sham gap: 11.5842 eV

Atom charges from the Löwdin analysis, given in e for atoms 1 to 8: 0.1483 -0.1540 -0.4837 0.1634 -0.1118 0.1651 0.1556 0.0545

---

Q) Below is a gas-phase ion, C3H9N2O (charge +1), with properties calculated with ωB97M-V with the def2-TZVPD basis set.

CARTESIAN COORDINATES (ANGSTROEM)
C (0.588, 1.265, 0.778)
H (-1.470, -2.240, -0.011)
N (0.211, -0.952, -0.116)
H (-0.968, 0.696, -0.826)
H (-0.070, -2.867, -0.943)
H (1.337, 3.087, 0.914)
H (0.345, 2.847, -0.538)
H (-1.201, 0.226, 0.857)
H (0.464, -1.251, 0.830)
H (1.058, -0.827, -0.669)
H (-1.123, -1.629, -1.621)
O (1.242, 0.735, 1.646)
C (-0.677, -1.999, -0.708)
C (-0.460, 0.380, 0.071)
N (0.725, 2.530, 0.336)

## Properties
Charge: +1
Structure (SMILES): C[NH2+]CC(N)=O
Highest occupied orbital energy: -14.81 eV
Kohn-Sham gap: 11.3866 eV

Atom charges from the Löwdin analysis, given in e for atoms 1 to 8: -0.5283 0.1116 0.0108 0.1355 0.1101 0.1359 0.1210 0.1509

---

R) Below is 3 unconnected molecules or ions with the total composition C3H9N2O, with properties calculated with ωB97M-V with the def2-TZVPD basis set.

CARTESIAN COORDINATES (ANGSTROEM)
H (-3.067, 2.394, 0.804)
O (0.521, -0.466, -0.628)
C (-2.286, 2.119, 0.116)
H (0.250, 2.493, -1.569)
C (0.075, 0.695, -0.816)
H (1.989, -2.540, 1.006)
H (1.375, -3.477, -0.153)
N (1.752, -2.516, 0.037)
H (1.127, -1.688, -0.184)
H (2.547, -2.275, -0.576)
H (-0.917, 0.641, 1.168)
H (-2.338, 2.556, -0.833)
H (1.413, 1.238, -2.186)
N (0.577, 1.546, -1.650)
C (-1.472, 1.203, 0.448)

## Properties
Charge: +1
Highest occupied orbital energy: -12.92 eV
Kohn-Sham gap: 9.6333 eV

Atom charges from the Löwdin analysis, given in e for atoms 1 to 8: 0.0770 -0.0744 -0.0220 0.1187 -0.3520 0.1273 0.1730 0.2703

---

Least stable: R)